Below is a single C5H7NO2 molecule, with properties calculated with ωB97M-V/def2-TZVPD.

Structure (XYZ):
```
15
C5H7NO2, DFT ωB97M-V/def2-TZVPD
C 0.256 -0.755 -1.272
C -0.267 0.038 -0.092
C 0.569 0.099 1.157
N 1.898 -0.068 0.971
O 0.082 0.278 2.253
C -1.786 0.098 0.193
C -1.095 1.244 -0.357
O -1.100 2.352 -0.785
H 0.625 -1.727 -0.947
H 1.055 -0.223 -1.787
H -0.545 -0.916 -1.990
H 2.499 0.031 1.772
H 2.315 -0.107 0.059
H -2.038 0.125 1.246
H -2.468 -0.468 -0.422
```

The charge is 0. The value obtained for the HOMO energy is -0.34152 hartree. The LUMO energy comes out at 0.0242 Ha. The energy relative to the best compared isomer or geometry (same formula, charge and spin) comes out at 1.020 eV.

Below is a molecular structure, C29H30AsF5N4O4ReSSi2, with properties calculated with ωB97M-V/def2-TZVPD.

Structure (XYZ):
```
77
C29H30AsF5N4O4ReSSi2, DFT ωB97M-V/def2-TZVPD
Re -0.588 1.023 -0.655
O -2.368 4.330 -3.150
C -2.180 3.466 -2.167
O -2.706 2.388 -2.063
C -1.274 3.998 -1.099
C -1.088 5.356 -0.920
C -0.397 5.813 0.193
C 0.025 4.883 1.125
C -0.187 3.536 0.883
N -0.767 3.076 -0.253
C 0.083 2.453 1.852
O 0.570 2.683 3.049
O -0.199 1.303 1.540
H -3.007 3.965 -3.786
H -1.502 6.039 -1.647
H -0.230 6.869 0.347
H 0.516 5.218 2.029
H 0.703 3.620 3.249
N 8.900 -3.044 2.092
C 8.004 -2.422 1.736
C 6.878 -1.643 1.295
C 6.825 -1.183 -0.019
C 5.737 -0.442 -0.446
C 4.723 -0.160 0.455
C 4.766 -0.602 1.768
C 5.849 -1.355 2.187
N 3.588 0.596 0.006
C 3.616 1.765 -0.720
C 2.324 2.092 -0.971
N 1.509 1.126 -0.406
C 2.309 0.245 0.178
H 7.627 -1.418 -0.704
H 5.670 -0.109 -1.473
H 3.976 -0.346 2.463
H 5.907 -1.709 3.207
H 4.539 2.249 -0.984
H 1.930 2.914 -1.542
H 1.996 -0.640 0.704
C -5.375 -0.570 1.617
Si -4.764 -0.386 -0.132
C -5.095 -1.866 -1.200
C -5.314 1.203 -0.906
As -2.354 -0.372 0.159
Si -1.613 -2.138 1.605
C -1.813 -1.510 3.342
C 0.178 -2.488 1.160
C -2.685 -3.606 1.217
H -6.468 -0.542 1.606
H -5.032 0.243 2.258
H -5.077 -1.517 2.067
H -6.178 -1.986 -1.292
H -4.695 -2.789 -0.779
H -4.687 -1.737 -2.203
H -6.407 1.184 -0.961
H -4.924 1.317 -1.915
H -5.025 2.072 -0.314
H -1.232 -0.603 3.511
H -1.465 -2.273 4.044
H -2.859 -1.300 3.573
H 0.494 -1.965 0.255
H 0.307 -3.557 0.976
H 0.843 -2.215 1.983
H -3.741 -3.422 1.418
H -2.372 -4.441 1.850
H -2.577 -3.923 0.178
F 1.565 -4.792 -2.168
C 1.129 -3.563 -2.359
C 2.031 -2.518 -2.499
F 3.336 -2.751 -2.448
C 1.560 -1.230 -2.679
F 2.458 -0.254 -2.823
C 0.199 -0.936 -2.703
S -0.412 0.731 -2.887
C -0.681 -2.012 -2.590
F -1.997 -1.810 -2.640
C -0.234 -3.308 -2.410
F -1.101 -4.300 -2.264
```

The charge is +2. The value obtained for the HOMO energy (spin up / spin down) is -0.48176 / -0.49724 hartree. As for the multiplicity: 2. The LUMO energy (spin up / spin down) comes out at -0.2537 / -0.2674 Ha. The energy relative to the best compared isomer or geometry (same formula, charge and spin) comes out at 0.555 eV.

Below is a molecular structure, C22H23BrIN3NiO3Si, with properties calculated with ωB97M-V/def2-TZVPD.

Structure (XYZ):
```
55
C22H23BrIN3NiO3Si, DFT ωB97M-V/def2-TZVPD
Ni 0.170 -0.947 -0.014
O 3.005 1.293 3.867
C 1.985 2.148 3.673
C 2.021 3.350 4.382
C 1.013 4.279 4.234
C -0.061 4.039 3.375
C -0.100 2.856 2.672
C 0.911 1.896 2.804
C 0.814 0.674 1.992
O -0.162 0.527 1.192
N 1.773 -0.252 2.127
N 1.524 -1.227 1.231
C 2.235 -2.287 1.132
C 1.808 -3.184 0.070
C 2.459 -4.364 -0.258
C 1.982 -5.115 -1.317
C 0.877 -4.666 -2.022
C 0.279 -3.479 -1.638
N 0.720 -2.759 -0.608
H 2.858 0.512 3.291
H 2.860 3.526 5.041
H 1.062 5.206 4.792
H -0.848 4.772 3.260
H -0.912 2.639 1.991
H 3.083 -2.474 1.780
H 3.328 -4.670 0.308
H 2.473 -6.038 -1.595
H 0.481 -5.217 -2.863
H -0.576 -3.083 -2.165
Br -3.837 0.635 0.913
C -4.449 -0.678 -0.298
C -5.743 -1.157 -0.142
C -6.229 -2.134 -0.996
C -5.425 -2.643 -2.005
C -4.132 -2.165 -2.160
C -3.642 -1.178 -1.313
I -1.715 -0.445 -1.662
H -6.362 -0.762 0.652
H -7.240 -2.498 -0.869
H -5.800 -3.407 -2.672
H -3.501 -2.555 -2.948
C 2.921 2.226 -0.919
Si 1.368 1.681 -1.816
C -0.005 2.870 -1.330
C 1.664 1.904 -3.656
O 1.015 0.132 -1.494
H 3.227 3.224 -1.249
H 3.742 1.535 -1.127
H 2.782 2.265 0.166
H 0.370 3.897 -1.284
H -0.416 2.617 -0.349
H -0.825 2.847 -2.054
H 1.816 2.955 -3.920
H 0.806 1.533 -4.225
H 2.548 1.346 -3.976
```

The charge is 0. The value obtained for the HOMO energy (spin up / spin down) is -0.29525 / -0.29538 hartree. The LUMO energy (spin up / spin down) comes out at -0.0379 / -0.0378 Ha. The energy relative to the best compared isomer or geometry (same formula, charge and spin) comes out at 0.629 eV.

Below is a molecular structure, C41H38As2BN6S2Tc, with properties calculated with ωB97M-V/def2-TZVPD.

Structure (XYZ):
```
91
C41H38As2BN6S2Tc, DFT ωB97M-V/def2-TZVPD
Tc 1.123 -1.190 0.652
C -0.474 0.897 4.019
C -0.528 0.509 2.687
N 0.481 -0.319 2.424
N 1.184 -0.478 3.546
C 0.630 0.239 4.529
B 2.385 -1.432 3.559
N 1.855 -2.776 3.051
C 1.772 -3.942 3.699
C 1.235 -4.879 2.840
C 1.014 -4.186 1.655
N 1.385 -2.918 1.806
N 3.415 -0.968 2.513
C 4.739 -0.835 2.661
C 5.299 -0.612 1.417
C 4.223 -0.630 0.536
N 3.098 -0.836 1.216
H -1.132 1.570 4.528
H -1.246 0.775 1.926
H 1.035 0.235 5.519
H 2.865 -1.514 4.632
H 2.105 -4.036 4.710
H 1.030 -5.908 3.041
H 0.619 -4.551 0.725
H 5.201 -0.895 3.626
H 6.333 -0.466 1.190
H 4.209 -0.524 -0.535
C -0.389 2.105 -1.481
C -1.789 2.253 -0.901
As -2.567 0.441 -0.603
C -2.805 0.037 -2.493
C -1.751 -0.575 -3.162
C -1.810 -0.777 -4.530
C -2.937 -0.396 -5.238
C -3.998 0.197 -4.572
C -3.930 0.423 -3.210
C -4.386 0.795 0.008
C -4.676 1.841 0.877
C -5.932 1.949 1.449
C -6.899 0.993 1.184
C -6.614 -0.068 0.337
C -5.361 -0.171 -0.240
As 0.982 1.218 -0.330
C 1.222 2.574 1.067
C 0.643 3.838 1.007
C 0.892 4.779 1.994
C 1.728 4.479 3.055
C 2.331 3.234 3.116
C 2.081 2.298 2.128
C 2.489 1.754 -1.464
C 2.452 1.472 -2.827
C 3.433 1.957 -3.675
C 4.473 2.719 -3.169
C 4.544 2.964 -1.808
C 3.561 2.484 -0.960
H 0.033 3.085 -1.748
H -0.448 1.526 -2.409
H -2.431 2.801 -1.601
H -1.774 2.791 0.051
H -0.874 -0.904 -2.608
H -0.976 -1.236 -5.042
H -2.990 -0.561 -6.305
H -4.885 0.480 -5.118
H -4.762 0.894 -2.702
H -3.914 2.578 1.107
H -6.154 2.772 2.113
H -7.869 1.064 1.654
H -7.367 -0.818 0.138
H -5.126 -1.006 -0.894
H 0.003 4.117 0.179
H 0.456 5.765 1.920
H 1.927 5.216 3.817
H 3.009 2.994 3.924
H 2.589 1.343 2.171
H 1.648 0.864 -3.229
H 3.378 1.755 -4.734
H 5.223 3.122 -3.832
H 5.359 3.548 -1.408
H 3.627 2.688 0.103
S -1.066 -2.044 0.193
C -0.794 -3.239 -1.050
C -1.811 -4.141 -1.355
C -1.596 -5.140 -2.284
C -0.365 -5.248 -2.919
C 0.644 -4.344 -2.644
C 0.440 -3.328 -1.715
S 1.743 -2.203 -1.398
H -2.757 -4.049 -0.844
H -2.384 -5.840 -2.509
H -0.193 -6.036 -3.635
H 1.611 -4.414 -3.122
```

The charge is +1. The value obtained for the HOMO energy (spin up / spin down) is -0.35895 / -0.36503 hartree. As for the multiplicity: 4. The LUMO energy (spin up / spin down) comes out at -0.0626 / -0.1641 Ha. The energy relative to the best compared isomer or geometry (same formula, charge and spin) comes out at 0.608 eV.

Below is 2 unconnected molecules or ions with the total composition C13H27N2, with properties calculated with ωB97M-V/def2-TZVPD.

Structure (XYZ):
```
42
C13H27N2, DFT ωB97M-V/def2-TZVPD
C 3.853 4.314 -0.685
C 3.222 2.944 -0.692
C 4.163 1.790 -0.901
N 1.963 2.770 -0.644
C 0.932 2.775 0.322
C -0.040 1.604 -0.025
C -0.828 2.206 -1.125
N -0.771 3.485 -1.084
C -0.055 3.955 0.123
H 3.936 4.637 -1.727
H 3.220 5.035 -0.168
H 4.860 4.311 -0.274
H 4.325 1.666 -1.978
H 3.713 0.868 -0.541
H 5.139 1.971 -0.455
H 1.346 2.773 1.327
H 0.539 0.785 -0.463
H -0.613 1.134 0.778
H -1.382 1.672 -1.887
H -1.209 4.104 -1.755
H 0.369 4.950 0.057
H -0.814 3.951 0.912
C -2.511 -1.186 -0.642
C -2.300 -1.701 0.779
C -0.977 -2.441 0.967
C -0.817 -3.701 0.112
C -1.911 -4.750 0.311
C -1.977 -5.299 1.732
H -2.532 -1.995 -1.371
H -3.454 -0.644 -0.724
H -1.699 -0.504 -0.916
H -3.137 -2.344 1.059
H -2.328 -0.856 1.476
H -0.864 -2.698 2.023
H -0.149 -1.759 0.735
H 0.153 -4.151 0.341
H -0.776 -3.425 -0.946
H -1.725 -5.573 -0.382
H -2.885 -4.337 0.032
H -1.026 -5.755 2.017
H -2.751 -6.061 1.821
H -2.205 -4.519 2.460
```

The charge is +1. The value obtained for the HOMO energy is -0.42408 hartree. The LUMO energy comes out at -0.1492 Ha.

Below is a molecular structure, C5H7BrF3N, with properties calculated with ωB97M-V/def2-TZVPD.

Structure (XYZ):
```
17
C5H7BrF3N, DFT ωB97M-V/def2-TZVPD
C 0.448 -1.124 0.195
C -1.010 -1.143 -0.325
C -1.853 0.028 0.349
C 1.095 0.176 -0.142
C -0.945 1.558 -0.331
N 0.349 1.352 0.217
F -1.505 -2.400 -0.088
F 1.260 0.271 -1.574
F -1.612 2.623 0.185
Br -3.685 0.056 -0.088
H 0.453 -1.150 1.396
H 1.058 -2.082 -0.129
H -1.007 -0.825 -1.344
H -1.672 0.095 1.482
H 2.116 0.299 0.164
H -1.133 1.686 -1.313
H 0.975 2.121 0.252
```

The charge is 0. The value obtained for the HOMO energy is -0.35313 hartree. The LUMO energy comes out at 0.0272 Ha. The energy relative to the best compared isomer or geometry (same formula, charge and spin) comes out at 1.099 eV.

Below is a single C2H4NO3P molecule, with properties calculated with ωB97M-V/def2-TZVPD.

Structure (XYZ):
```
11
C2H4NO3P, DFT ωB97M-V/def2-TZVPD
C -0.994 -1.126 0.129
C -1.143 0.243 0.316
N 0.139 0.973 0.141
O -1.595 -2.097 0.279
O 2.793 0.490 0.187
O 0.950 -1.385 -0.005
P 1.523 0.010 -0.362
H -1.997 0.793 -0.277
H -1.467 0.215 1.358
H 0.077 1.968 -0.067
H 1.714 -0.083 -1.700
```

The charge is 0. The value obtained for the HOMO energy is -0.37685 hartree. The LUMO energy comes out at -0.0161 Ha. The energy relative to the best compared isomer or geometry (same formula, charge and spin) comes out at 1.730 eV.

Below is a molecular structure, C24H34N4NaOS3, with properties calculated with ωB97M-V/def2-TZVPD.

Structure (XYZ):
```
67
C24H34N4NaOS3, DFT ωB97M-V/def2-TZVPD
Na 2.467 -1.208 -1.971
S -0.017 0.146 -2.448
C -1.207 -0.717 -1.679
N -2.505 -0.447 -1.792
C -3.487 -1.076 -0.914
C -2.865 -1.227 0.449
N -1.657 -2.034 0.308
C -1.424 -3.029 1.364
C -1.250 -2.363 2.703
C -0.080 -1.656 2.977
C 0.087 -1.044 4.208
C -0.913 -1.121 5.170
C -2.077 -1.821 4.902
C -2.242 -2.442 3.671
C -0.863 -1.898 -0.754
S 0.384 -2.924 -1.124
C -3.032 0.589 -2.691
C -3.505 1.792 -1.914
C -4.822 2.222 -2.009
C -5.258 3.321 -1.278
C -4.380 3.989 -0.442
C -3.061 3.561 -0.341
C -2.624 2.471 -1.073
H -3.797 -2.043 -1.321
H -4.353 -0.418 -0.865
H -3.536 -1.746 1.130
H -2.632 -0.249 0.881
H -0.546 -3.601 1.080
H -2.282 -3.705 1.376
H 0.705 -1.611 2.229
H 1.005 -0.517 4.432
H -0.775 -0.646 6.132
H -2.854 -1.892 5.651
H -3.144 -3.007 3.468
H -3.860 0.142 -3.246
H -2.243 0.844 -3.394
H -5.512 1.700 -2.661
H -6.285 3.650 -1.363
H -4.718 4.843 0.129
H -2.373 4.089 0.307
H -1.592 2.145 -1.011
N 4.359 -2.666 -1.940
C 5.155 -2.254 -3.104
C 5.041 -0.765 -3.375
N 3.707 -0.400 -3.868
H 4.803 -2.334 -1.089
H 4.337 -3.676 -1.873
H 4.791 -2.807 -3.974
H 6.216 -2.507 -2.998
H 5.839 -0.478 -4.069
H 5.215 -0.214 -2.446
H 3.552 -0.794 -4.789
H 3.638 0.605 -3.975
O 3.048 0.112 -0.342
S 2.614 1.555 -0.279
C 3.825 2.356 0.828
C 3.127 2.704 2.142
C 2.009 1.682 2.321
C 1.310 1.635 0.972
H 4.279 3.207 0.324
H 4.577 1.577 0.955
H 2.702 3.709 2.088
H 3.840 2.700 2.966
H 1.316 1.958 3.116
H 2.422 0.699 2.560
H 0.747 2.552 0.779
H 0.659 0.780 0.792
```

The charge is +1. The value obtained for the HOMO energy is -0.40054 hartree. The LUMO energy comes out at -0.1065 Ha.

Below is a single C5H7NO3 molecule, with properties calculated with ωB97M-V/def2-TZVPD.

Structure (XYZ):
```
16
C5H7NO3, DFT ωB97M-V/def2-TZVPD
C 1.555 0.114 -0.599
C 0.193 0.054 0.105
C -0.012 1.233 1.059
C -0.948 -0.046 -0.957
O -1.111 0.770 -1.838
N -1.931 -0.875 -0.457
O -0.977 -1.920 -0.257
C 0.019 -1.248 0.793
O 0.490 -1.870 1.665
H 1.571 1.015 -1.209
H 2.358 0.127 0.134
H 1.694 -0.737 -1.264
H -0.011 2.145 0.465
H 0.783 1.257 1.802
H -0.963 1.158 1.585
H -2.710 -1.176 -1.029
```

The charge is 0. The value obtained for the HOMO energy is -0.36310 hartree. The LUMO energy comes out at 0.0258 Ha. The energy relative to the best compared isomer or geometry (same formula, charge and spin) comes out at 3.436 eV.

Computed E_tot (eV) in order:
-10882.597, -147844.421, -160865.494, -198294.895, -16891.115, -84982.003, -19059.922, -70367.320, -12928.748